No. 1
This record from the OMol25 dataset describes 3 unconnected molecules or ions with the total composition C3H4FN3O in a non-equilibrium geometry. The level of theory is the ωB97M-V functional and the def2-TZVPD basis.

ORCA input file:
```
! wB97M-V def2-TZVPD RIJCOSX def2/J DEFGRID3
* xyz 0 1
C -0.510 0.562 -0.223
C 1.677 -0.145 -0.021
C 1.618 1.220 0.062
H -3.380 -0.622 -0.053
H -1.410 -1.391 1.211
H 0.071 -1.588 -0.262
H 2.380 2.050 -0.199
N -1.960 -0.873 -0.187
N -1.778 0.576 -0.052
N 0.298 -0.558 -0.074
O 0.319 1.743 -0.071
F 2.676 -0.974 -0.131
*
```

Summary:
frontier orbital gap	8.54	eV
energy above the lowest of the compared OMol25 structures with the same formula, charge and spin	170.72	kcal per mole
E	-455.82118	Ha

---

No. 2
This record from the OMol25 dataset describes a molecular structure, C33H38N3O3P2Re in a non-equilibrium geometry. The level of theory is the ωB97M-V functional and the def2-TZVPD basis.

ORCA input file:
```
! wB97M-V def2-TZVPD RIJCOSX def2/J DEFGRID3
* xyz 1 2
Re -0.513 -0.404 -0.591
C -1.327 -4.906 -1.439
O -2.362 -4.877 -0.478
C -2.178 -4.208 0.698
C -2.778 -4.781 1.807
C -2.703 -4.185 3.062
C -2.021 -3.002 3.203
C -1.446 -2.355 2.098
C -0.829 -1.094 2.338
N -0.406 -0.260 1.435
N 0.040 0.953 1.882
C 2.421 0.871 0.897
O 2.180 -0.071 -0.194
C 3.716 1.614 0.896
C 4.191 2.126 2.100
C 5.383 2.827 2.132
C 6.116 3.008 0.971
C 5.659 2.474 -0.222
C 4.458 1.785 -0.262
C -1.504 -2.950 0.800
O -0.997 -2.412 -0.273
H -1.419 -5.865 -1.952
H -1.436 -4.099 -2.168
H -0.341 -4.834 -0.979
H -3.310 -5.710 1.672
H -3.164 -4.661 3.912
H -1.943 -2.529 4.169
H -0.734 -0.804 3.382
H 3.632 1.971 3.011
H 5.743 3.225 3.068
H 7.048 3.553 0.995
H 6.237 2.593 -1.124
H 4.093 1.372 -1.192
N -0.511 2.016 -0.702
C 0.270 3.125 -0.191
C 0.154 4.375 -0.788
C 0.791 5.478 -0.248
C 1.565 5.342 0.892
C 1.706 4.099 1.477
C 1.070 2.986 0.944
C 1.260 1.618 1.508
C 0.985 1.240 2.950
C 1.714 0.199 3.723
C 2.230 -0.982 3.343
C 2.261 -1.486 1.975
C 2.378 -0.559 1.050
H -0.732 2.216 -1.680
H -1.407 2.039 -0.198
H -0.452 4.489 -1.676
H 0.665 6.445 -0.706
H 2.048 6.200 1.331
H 2.305 3.991 2.365
H 0.622 2.045 3.580
H 1.754 0.434 4.780
H 2.631 -1.634 4.103
H 2.183 -2.540 1.765
C -4.540 0.961 -2.116
P -3.308 -0.093 -1.224
C -4.396 -0.867 0.036
C -3.170 -1.488 -2.441
C -2.203 -1.142 -3.571
P -0.500 -0.729 -2.950
C 0.534 -2.120 -3.536
C -0.026 0.561 -4.169
H -5.444 0.387 -2.308
H -4.127 1.312 -3.059
H -4.785 1.825 -1.503
H -5.261 -1.328 -0.437
H -4.726 -0.102 0.738
H -3.834 -1.621 0.584
H -4.158 -1.728 -2.840
H -2.813 -2.353 -1.879
H -2.569 -0.269 -4.117
H -2.126 -1.974 -4.274
H 0.250 -2.418 -4.545
H 0.431 -2.960 -2.854
H 1.573 -1.798 -3.530
H -0.137 0.152 -5.173
H 1.009 0.855 -4.013
H -0.662 1.441 -4.075
*
```

Summary:
frontier orbital gap (alpha / beta)	6.73 / 6.92	eV
energy above the lowest of the compared OMol25 structures with the same formula, charge and spin	141.47	kcal per mole
E	-2430.90544	Ha
⟨S²⟩	0.78

---

No. 3
This record from the OMol25 dataset describes a molecular structure, C21H31N3OP2Sc in a non-equilibrium geometry. The level of theory is the ωB97M-V functional and the def2-TZVPD basis.

ORCA input file:
```
! wB97M-V def2-TZVPD RIJCOSX def2/J DEFGRID3
* xyz 1 1
C -1.911 -3.393 -1.867
C -1.249 -2.192 -1.626
C -1.958 -1.162 -0.948
C -3.275 -1.367 -0.505
C -3.903 -2.594 -0.739
C -3.226 -3.600 -1.426
C -3.893 -0.250 0.286
C -3.483 1.097 -0.240
C -2.158 1.216 -0.687
C -1.650 2.472 -1.125
C -2.516 3.563 -1.118
C -3.840 3.444 -0.674
C -4.322 2.214 -0.228
H -1.378 -4.178 -2.408
H -4.928 -2.743 -0.384
H -3.714 -4.554 -1.629
H -4.980 -0.346 0.297
H -2.143 4.524 -1.476
H -4.493 4.315 -0.690
H -5.353 2.105 0.126
N -1.360 0.069 -0.689
Sc 0.052 0.132 0.988
C 0.185 -1.968 -2.051
H 0.259 -1.107 -2.735
H 0.580 -2.862 -2.552
C -0.232 2.600 -1.631
H -0.087 1.965 -2.519
H -0.041 3.645 -1.922
P 1.274 -1.596 -0.613
P 1.093 2.112 -0.424
C 1.247 3.674 0.506
H 2.084 3.590 1.211
H 1.429 4.526 -0.166
H 0.332 3.846 1.080
C 2.552 2.200 -1.508
H 2.681 3.216 -1.909
H 3.457 1.936 -0.944
H 2.452 1.496 -2.342
C 1.239 -3.212 0.234
H 1.405 -4.022 -0.492
H 2.023 -3.242 1.004
H 0.264 -3.359 0.719
C 2.943 -1.654 -1.345
H 3.692 -1.480 -0.559
H 3.121 -2.642 -1.793
H 3.052 -0.879 -2.116
H -3.494 -0.325 1.333
H -0.654 1.561 1.845
C 2.345 -1.236 4.756
N 3.245 -0.796 3.696
C 2.862 -0.313 2.521
N 3.815 0.074 1.643
O 1.610 -0.228 2.194
H 1.309 -1.178 4.416
H 2.474 -0.604 5.640
H 2.582 -2.268 5.030
H 4.249 -0.819 3.866
H 3.543 0.527 0.776
H 4.792 0.050 1.910
*
```

Summary:
frontier orbital gap	6.71	eV
energy above the lowest of the compared OMol25 structures with the same formula, charge and spin	0.00	kcal per mole
E	-2501.65794	Ha

---

No. 4
This record from the OMol25 dataset describes 13 unconnected molecules or ions with the total composition C26H73F7N24O12P in a non-equilibrium geometry. The level of theory is the ωB97M-V functional and the def2-TZVPD basis.

ORCA input file:
```
! wB97M-V def2-TZVPD RIJCOSX def2/J DEFGRID3
* xyz 1 1
C -0.798 -3.514 0.485
C 0.212 -2.568 -0.332
C -0.117 -0.991 -0.076
C 0.797 -0.034 -1.011
C 2.225 0.328 -0.306
C 1.997 1.520 0.780
C 3.164 1.500 1.889
C 2.714 2.430 3.117
C 1.850 1.571 4.164
C 0.870 2.593 4.927
C -0.688 2.364 4.583
P -1.117 3.282 2.965
C -2.947 3.067 2.521
F -3.374 1.864 3.182
F -3.710 4.156 3.021
C -3.257 2.845 0.963
F -3.175 1.500 0.567
F -4.610 3.272 0.766
C -2.358 3.714 -0.040
F -1.231 2.976 -0.500
F -3.151 3.919 -1.209
F -2.028 4.994 0.428
H -0.800 -3.167 1.582
H -0.457 -4.593 0.359
H -1.840 -3.385 0.015
H 1.296 -2.703 0.031
H 0.106 -2.721 -1.468
H -1.220 -0.852 -0.331
H 0.136 -0.783 1.028
H 1.025 -0.650 -1.949
H 0.298 0.971 -1.220
H 2.676 -0.614 0.152
H 2.889 0.766 -1.141
H 2.011 2.503 0.179
H 0.946 1.347 1.228
H 4.138 1.957 1.476
H 3.317 0.397 2.170
H 2.093 3.316 2.706
H 3.654 2.843 3.647
H 2.512 1.032 4.918
H 1.170 0.826 3.604
H 1.049 2.432 6.055
H 1.102 3.690 4.719
H -1.277 2.799 5.477
H -0.993 1.254 4.546
H -0.940 4.685 3.278
H -0.203 2.984 1.904
C 4.881 -0.691 -3.265
O 4.031 -1.072 -2.472
N 4.830 -0.990 -4.584
N 5.946 0.062 -2.893
H 5.517 -0.687 -5.255
H 4.050 -1.549 -4.898
H 6.018 0.305 -1.919
H 6.652 0.384 -3.530
C -5.051 0.498 -2.644
O -4.533 0.716 -3.732
N -4.848 1.291 -1.565
N -5.871 -0.553 -2.425
H -5.263 1.129 -0.666
H -4.243 2.085 -1.688
H -6.048 -1.169 -3.206
H -6.307 -0.750 -1.541
C -4.293 -4.562 1.293
O -3.147 -4.929 1.508
N -4.778 -3.380 1.741
N -5.179 -5.305 0.585
H -5.717 -3.061 1.572
H -4.152 -2.797 2.270
H -4.856 -6.191 0.233
H -6.124 -5.019 0.397
C 6.396 2.401 4.917
O 5.421 2.550 4.187
N 7.357 3.340 5.053
N 6.593 1.280 5.652
H 8.163 3.235 5.648
H 7.247 4.189 4.523
H 5.899 0.554 5.579
H 7.385 1.139 6.256
C -5.816 -1.267 -6.723
O -6.663 -1.637 -5.920
N -5.865 -1.592 -8.039
N -4.757 -0.503 -6.364
H -5.181 -1.300 -8.713
H -6.639 -2.161 -8.343
H -4.690 -0.241 -5.389
H -4.051 -0.189 -7.005
C 2.909 4.717 7.645
O 3.036 5.485 6.703
N 3.614 3.563 7.747
N 2.052 4.950 8.670
H 3.524 2.918 8.512
H 4.264 3.353 7.005
H 1.510 5.798 8.631
H 1.933 4.331 9.451
C 0.333 -1.132 -5.169
O 1.481 -1.495 -4.972
N -0.147 0.050 -4.712
N -0.562 -1.880 -5.860
H -1.088 0.366 -4.863
H 0.488 0.634 -4.193
H -0.242 -2.766 -6.216
H -1.511 -1.600 -6.032
C 6.447 -0.337 -8.232
O 6.661 0.252 -7.181
N 7.439 -0.874 -8.982
N 5.200 -0.503 -8.736
H 7.286 -1.360 -9.847
H 8.381 -0.771 -8.640
H 4.436 -0.117 -8.206
H 5.004 -0.982 -9.596
C 6.259 -5.258 -5.643
O 6.635 -6.232 -6.277
N 6.045 -5.294 -4.304
N 6.024 -4.055 -6.221
H 5.737 -4.505 -3.765
H 6.209 -6.171 -3.837
H 6.172 -3.987 -7.215
H 5.716 -3.242 -5.717
C -8.875 -3.069 -1.026
O -8.058 -2.691 -0.193
N -8.511 -3.553 -2.238
N -10.208 -3.034 -0.810
H -9.163 -3.866 -2.935
H -7.525 -3.595 -2.438
H -10.523 -2.681 0.080
H -10.891 -3.338 -1.480
C -13.278 -2.770 1.613
O -12.375 -2.695 0.791
N -13.194 -2.208 2.843
N -14.439 -3.422 1.365
H -13.922 -2.258 3.531
H -12.345 -1.714 3.065
H -14.539 -3.853 0.460
H -15.191 -3.495 2.025
C 10.308 4.124 7.754
O 9.422 3.326 7.473
N 11.424 3.765 8.430
N 10.248 5.433 7.411
H 12.162 4.402 8.670
H 11.505 2.799 8.703
H 9.433 5.739 6.906
H 10.964 6.102 7.631
*
```

Summary:
frontier orbital gap	7.10	eV
E	-4292.04468	Ha